1.
A structure of composition C24H20CaClN4O4P, computed with wB97M-V/def2-TZVPD.

```
55
Properties=species:S:1:pos:R:3:lowdin_charge:R:1
H -4.83283 -3.26951 -3.90110 0.10
H -0.66014 2.50054 -3.69021 0.10
C -3.66004 -0.88578 0.95070 -0.33
H -3.33598 -6.19405 -1.15568 0.10
N 1.01313 2.00624 0.11568 0.07
H 5.16047 1.74655 1.72232 0.12
H -5.19340 -2.10514 0.09897 0.10
H -4.83627 2.09642 4.24394 0.10
H -6.98210 -1.16750 1.52896 0.10
C -2.76178 2.13237 3.73637 -0.10
C -1.95611 0.57003 2.00542 -0.22
C -0.35817 0.50570 -2.96429 -0.08
N 4.27736 1.97050 1.30004 0.21
C -5.96871 -0.80190 1.63596 -0.08
C -3.44651 -5.16125 -1.45974 -0.08
C -1.74012 1.57483 2.92714 -0.17
H -0.73886 1.98604 3.06622 0.07
C -1.86923 -0.22161 -1.21621 -0.45
O 2.42210 -1.12178 0.05470 -0.39
N 2.96374 3.51220 0.08824 0.12
C -2.87163 -4.15181 -0.69996 -0.10
C 4.09264 3.13023 0.66175 -0.49
C -4.04452 1.68204 3.63008 -0.06
H 6.01648 3.79993 0.99294 0.11
Ca 0.10223 -0.07890 0.83552 1.22
H 0.47864 0.30287 -3.61986 0.11
P -2.26546 -1.54856 -0.00233 1.06
H -6.46203 0.58910 3.17060 0.11
H -2.52096 2.91854 4.44312 0.09
C -0.78798 -0.46572 -2.07058 -0.15
C -3.31407 0.12117 1.90512 -0.25
C -4.28493 -3.51820 -3.00123 -0.08
H -3.31373 1.23138 -0.57795 0.11
H -4.59502 -5.63131 -3.20826 0.10
H -2.30955 -4.39900 0.19315 0.10
C -0.99854 1.73598 -3.00316 -0.08
C -4.35650 0.65938 2.70046 -0.18
C -3.00817 -2.81849 -1.07764 -0.39
H -2.55290 2.95548 -2.16889 0.11
H -3.82750 -1.47559 -2.54131 0.11
O 1.33016 -2.17123 1.83519 -0.38
H 3.50881 1.32979 1.47596 0.06
H 4.98782 4.83416 0.05419 0.11
C -3.71857 -2.50982 -2.23693 -0.09
C -2.06250 1.99078 -2.14931 -0.07
C -2.49599 1.02139 -1.25493 -0.07
N 5.12795 3.98374 0.56814 0.17
C -4.94772 -1.33629 0.82077 -0.08
C 1.94743 2.69364 0.13205 -0.32
O 2.36725 -0.10871 2.15978 -0.43
C -5.67844 0.17170 2.54777 -0.04
O 3.71481 -2.04686 1.82954 -0.27
H -0.28860 -1.43124 -2.04451 0.11
Cl 2.50555 -1.40646 1.47655 0.63
C -4.15174 -4.84478 -2.61114 -0.09
```

## Properties
Charge: 0
E_HOMO: -7.44 eV
DFT total energy: -79608.653 eV
LUMO level: 0.0083 hartree
Relative energy (zero: lowest compared OMol25 entry of this formula, charge and spin): 24.4 kJ/mol
2S+1: 1
HOMO-LUMO gap: 7.7 eV

=====

2.
A cluster of 3 separate species, C2H10O2S2 in total in a non-equilibrium geometry, computed with wB97M-V/def2-TZVPD.

```
16
Properties=species:S:1:pos:R:3:lowdin_charge:R:1
H 1.97532 -1.15649 0.47660 -0.01
H -1.28538 2.09843 -2.44731 0.02
H 0.43976 1.97319 -2.45751 0.02
C 0.95266 -1.48665 0.66571 -0.45
H -2.58523 0.37781 2.00231 -0.02
H 4.35322 0.61943 0.48864 0.05
H 3.74630 -0.44818 -0.39217 0.02
O 4.05841 -0.30656 0.49831 -0.06
H 0.73789 -2.36848 0.07013 0.03
S -0.57792 0.00312 -1.54156 0.43
O -3.41454 0.09438 2.42184 -0.07
H 0.89445 -1.74884 1.72107 0.03
H -0.33819 2.31732 -0.89103 0.02
H -3.14100 -0.74908 2.76449 0.02
S -0.27699 -0.15440 0.48193 0.43
C -0.44055 1.79912 -1.83622 -0.46
```

## Properties
Charge: 0
E_HOMO: -8.35 eV
DFT total energy: -28001.379 eV
LUMO level: 0.0199 hartree
SMILES string: CSSC.O.O
Relative energy (zero: lowest compared OMol25 entry of this formula, charge and spin): 71.5 kJ/mol
2S+1: 1
HOMO-LUMO gap: 8.9 eV

=====

3.
A structure of composition C20H19ClF2N5O5RuS in a non-equilibrium geometry, computed with wB97M-V/def2-TZVPD.

```
54
Properties=species:S:1:pos:R:3:mulliken_spin:R:1
H -0.76402 3.20186 -1.14670 0.01
H -0.57939 -1.44369 -6.04272 0.00
C 0.45626 0.00522 -4.84377 0.02
S 2.24832 -0.00239 -2.10120 0.08
H -3.86909 3.26070 -0.73154 0.00
Ru -0.49499 -0.52234 -1.52378 3.45
H -1.74687 2.89549 0.26044 0.00
H 1.30581 1.67474 -3.79244 0.01
C 2.32139 -0.96684 -3.47877 0.06
H -1.04866 -3.31718 -1.73645 0.00
H -2.18541 0.17806 -6.95256 0.00
N 1.43257 -0.95762 -4.49040 0.02
N 1.46811 -2.83352 -0.48164 0.41
N 3.32742 -1.86702 -3.61660 0.01
C -3.07211 0.44569 -3.14892 0.02
O 1.60417 -0.21003 0.77761 -0.09
H 1.41705 -1.78166 -5.07268 0.00
O -0.66769 -1.77058 0.72657 0.06
C -1.36807 1.84468 -5.86804 0.01
F -2.72388 -2.27642 -1.58179 0.01
H 2.42160 -2.24755 3.85710 0.00
H 3.15774 -2.71008 -4.14506 0.00
C 2.06814 0.92542 2.62722 -0.08
C -2.39880 1.90364 -1.48565 0.04
H 3.85557 -2.01001 -2.77033 0.00
C -0.52738 -0.40374 -5.74262 0.00
H 3.08928 -0.10663 4.10706 0.01
N -2.12048 0.89698 -2.32150 -0.02
Cl 0.80687 -1.90916 0.50528 0.07
C 2.48082 -0.23478 3.21843 0.14
C -1.42976 0.51117 -6.25299 0.00
C 0.38302 1.84199 0.80256 0.06
H 2.25543 1.86951 3.12106 -0.01
C -1.30092 2.40688 -0.60903 0.00
H -2.07016 2.56281 -6.27002 0.00
H -5.08800 0.55881 -3.84248 0.00
H -2.77666 -0.35799 -3.80964 -0.01
C -1.42488 -2.35756 -2.10117 0.09
C -3.66817 2.46395 -1.43476 0.00
C 1.37587 0.89934 1.38976 0.08
C 1.35753 -2.40492 2.16321 0.19
O 0.93428 -3.66289 2.33643 0.03
C 0.51657 1.33627 -4.44572 -0.03
H -0.33016 3.28123 -4.66300 0.00
F -1.59788 -2.50526 -3.47977 0.02
N -0.36789 1.36310 -0.20588 0.07
H 1.27139 -4.02087 3.16976 0.01
H -5.65514 2.39748 -2.23763 0.00
C -0.39411 2.24469 -4.96839 -0.01
O 0.27757 2.95435 1.35220 0.03
O 1.64948 -3.16644 -1.66723 0.33
C -4.65497 1.98577 -2.27844 0.01
C -4.35011 0.96160 -3.16356 0.01
C 2.09268 -1.62493 3.02231 -0.06
```

## Properties
Charge: 0
E_HOMO (spin up / spin down): -6.59 / -8.18 eV
DFT total energy: -70094.562 eV
LUMO level (spin up / spin down): -0.0289 / -0.0432 hartree
Relative energy (zero: lowest compared OMol25 entry of this formula, charge and spin): 752.0 kJ/mol
2S+1: 6
HOMO-LUMO gap (spin up / spin down): 5.8 / 7.0 eV

=====

4.
The molecule C2H3NOS in a non-equilibrium geometry, computed with wB97M-V/def2-TZVPD.

```
8
Properties=species:S:1:pos:R:3:lowdin_charge:R:1
H 0.24842 1.45844 0.11666 0.02
C -0.62712 -0.26811 -0.07725 -0.60
S 2.29001 -0.17096 -0.02458 0.77
N -0.59414 1.06778 -0.10629 0.17
H 0.78855 -1.78453 -0.06386 0.00
H -1.40995 1.52189 0.22006 0.11
C 0.83231 -0.77916 -0.06281 -0.58
O -1.52808 -1.04535 -0.00193 0.10
```

## Properties
Charge: 0
E_HOMO: -9.26 eV
DFT total energy: -16494.578 eV
LUMO level: -0.0385 hartree
SMILES string: NC(=O)C=S
Relative energy (zero: lowest compared OMol25 entry of this formula, charge and spin): 59.9 kJ/mol
2S+1: 1
HOMO-LUMO gap: 8.2 eV

=====

> Which value of relative energy (zero: lowest compared OMol25 entry of this formula, charge and spin) does entry 4 give?

59.9 kJ/mol

=====

Repeat the first record exactly.
A structure of composition C24H20CaClN4O4P, computed with wB97M-V/def2-TZVPD.

```
55
Properties=species:S:1:pos:R:3:lowdin_charge:R:1
H -4.83283 -3.26951 -3.90110 0.10
H -0.66014 2.50054 -3.69021 0.10
C -3.66004 -0.88578 0.95070 -0.33
H -3.33598 -6.19405 -1.15568 0.10
N 1.01313 2.00624 0.11568 0.07
H 5.16047 1.74655 1.72232 0.12
H -5.19340 -2.10514 0.09897 0.10
H -4.83627 2.09642 4.24394 0.10
H -6.98210 -1.16750 1.52896 0.10
C -2.76178 2.13237 3.73637 -0.10
C -1.95611 0.57003 2.00542 -0.22
C -0.35817 0.50570 -2.96429 -0.08
N 4.27736 1.97050 1.30004 0.21
C -5.96871 -0.80190 1.63596 -0.08
C -3.44651 -5.16125 -1.45974 -0.08
C -1.74012 1.57483 2.92714 -0.17
H -0.73886 1.98604 3.06622 0.07
C -1.86923 -0.22161 -1.21621 -0.45
O 2.42210 -1.12178 0.05470 -0.39
N 2.96374 3.51220 0.08824 0.12
C -2.87163 -4.15181 -0.69996 -0.10
C 4.09264 3.13023 0.66175 -0.49
C -4.04452 1.68204 3.63008 -0.06
H 6.01648 3.79993 0.99294 0.11
Ca 0.10223 -0.07890 0.83552 1.22
H 0.47864 0.30287 -3.61986 0.11
P -2.26546 -1.54856 -0.00233 1.06
H -6.46203 0.58910 3.17060 0.11
H -2.52096 2.91854 4.44312 0.09
C -0.78798 -0.46572 -2.07058 -0.15
C -3.31407 0.12117 1.90512 -0.25
C -4.28493 -3.51820 -3.00123 -0.08
H -3.31373 1.23138 -0.57795 0.11
H -4.59502 -5.63131 -3.20826 0.10
H -2.30955 -4.39900 0.19315 0.10
C -0.99854 1.73598 -3.00316 -0.08
C -4.35650 0.65938 2.70046 -0.18
C -3.00817 -2.81849 -1.07764 -0.39
H -2.55290 2.95548 -2.16889 0.11
H -3.82750 -1.47559 -2.54131 0.11
O 1.33016 -2.17123 1.83519 -0.38
H 3.50881 1.32979 1.47596 0.06
H 4.98782 4.83416 0.05419 0.11
C -3.71857 -2.50982 -2.23693 -0.09
C -2.06250 1.99078 -2.14931 -0.07
C -2.49599 1.02139 -1.25493 -0.07
N 5.12795 3.98374 0.56814 0.17
C -4.94772 -1.33629 0.82077 -0.08
C 1.94743 2.69364 0.13205 -0.32
O 2.36725 -0.10871 2.15978 -0.43
C -5.67844 0.17170 2.54777 -0.04
O 3.71481 -2.04686 1.82954 -0.27
H -0.28860 -1.43124 -2.04451 0.11
Cl 2.50555 -1.40646 1.47655 0.63
C -4.15174 -4.84478 -2.61114 -0.09
```

## Properties
Charge: 0
E_HOMO: -7.44 eV
DFT total energy: -79608.653 eV
LUMO level: 0.0083 hartree
Relative energy (zero: lowest compared OMol25 entry of this formula, charge and spin): 24.4 kJ/mol
2S+1: 1
HOMO-LUMO gap: 7.7 eV